[1]
H23O12 | ωB97M-V/def2-TZVPD

Summary:
**Charge**: -1
**HOMO energy**: -6.2 eV
**Energy above the lowest of the compared OMol25 structures with the same formula, charge and spin**: 5.206 eV
**Electronic energy**: -916.6311 hartree
**Orbital gap**: 8.8 eV

Last column: Löwdin charge in e.
Element x y z (Å)
O (0.565, -0.417, -3.404)  -0.053
H (0.292, 2.245, 1.599)  -0.114
H (3.905, 0.317, -0.764)  0.052
O (-1.474, 0.334, -1.500)  -0.283
H (-1.541, 0.143, -0.301)  0.077
H (-2.413, 0.682, -1.756)  0.058
O (-2.722, -2.067, 1.513)  -0.124
H (-2.569, -2.408, 0.587)  0.058
O (4.185, 1.089, -0.219)  -0.083
H (2.413, 2.619, -2.936)  0.086
H (3.691, 0.746, 0.524)  -0.014
O (-0.076, 1.682, 2.169)  -0.010
H (1.084, 4.150, 0.961)  0.084
H (1.872, -0.594, 1.393)  0.062
O (-2.887, -1.677, -2.516)  -0.151
H (-3.963, -0.229, 2.000)  -0.030
H (-2.181, -1.313, 1.389)  -0.121
O (2.676, 2.734, -1.965)  -0.049
H (2.763, 1.948, -1.563)  -0.089
H (-2.128, -1.138, -2.161)  -0.028
O (2.106, -3.797, 0.462)  -0.021
H (2.132, -4.205, 1.309)  0.023
H (1.369, -3.217, 0.468)  0.018
O (1.199, 3.254, 0.564)  -0.035
H (2.086, 3.158, 0.893)  0.043
H (3.095, -1.489, 1.061)  -0.003
O (-4.383, -0.543, 2.777)  -0.090
H (0.351, -0.316, -2.577)  -0.120
H (-2.373, 0.717, 1.310)  -0.053
O (-1.829, 0.055, 1.051)  -0.253
H (-3.581, -1.015, 3.132)  0.050
H (-3.645, -1.092, -2.181)  0.056
O (2.672, -0.709, 0.894)  0.009
H (-0.354, -0.624, -3.865)  0.108
H (-0.341, 0.978, 1.652)  -0.058

[2]
C44H41O2Zr | ωB97M-V/def2-TZVPD

Summary:
**Charge**: -1
**HOMO energy**: -1.1 eV
**Energy above the lowest of the compared OMol25 structures with the same formula, charge and spin**: 0.449 eV
**Electronic energy**: -1898.6251 hartree
**Orbital gap**: 2.7 eV

Last column: Löwdin charge in e.
Element x y z (Å)
C (3.702, -2.965, 1.310)  -0.099
C (2.710, -3.930, 1.560)  -0.104
C (1.649, -3.643, 2.418)  -0.038
C (1.484, -2.344, 3.001)  -0.255
C (0.328, -1.987, 3.820)  0.031
Zr (-0.221, 2.364, 1.417)  1.244
C (-2.490, 1.729, 1.363)  -0.238
C (-2.742, 0.277, 1.367)  -0.323
C (-2.954, -0.400, 2.591)  -0.068
C (-3.248, -1.761, 2.598)  -0.117
C (-3.255, -2.496, 1.404)  -0.137
C (-3.024, -1.835, 0.190)  -0.117
C (-2.794, -0.462, 0.164)  -0.081
C (1.853, 1.878, 0.263)  -0.245
C (0.905, 0.834, -0.028)  -0.247
C (-0.122, 1.412, -0.856)  -0.231
C (0.141, 2.811, -0.991)  -0.236
C (1.367, 3.101, -0.326)  -0.231
C (1.186, 2.232, 3.332)  -0.246
C (-0.193, 2.228, 3.763)  -0.250
C (-0.750, 3.531, 3.467)  -0.233
C (0.252, 4.307, 2.801)  -0.245
C (1.462, 3.535, 2.773)  -0.226
C (2.504, -1.393, 2.730)  -0.046
C (3.583, -1.698, 1.909)  -0.093
H (4.541, -3.200, 0.641)  0.097
H (2.758, -4.896, 1.048)  0.097
H (0.898, -4.408, 2.632)  0.107
H (-0.290, -2.882, 4.015)  0.085
H (-0.194, -1.068, 3.516)  0.073
H (-2.922, 2.249, 2.226)  0.030
H (-2.778, 2.219, 0.423)  0.036
H (-2.913, 0.175, 3.522)  0.096
H (-3.481, -2.262, 3.538)  0.071
H (-3.461, -3.566, 1.422)  0.079
H (-3.038, -2.395, -0.749)  0.090
H (-2.657, 0.062, -0.788)  0.088
H (2.813, 1.742, 0.767)  0.100
H (1.024, -0.220, 0.219)  0.082
H (-0.903, 0.854, -1.360)  0.077
H (-0.417, 3.509, -1.609)  0.084
H (1.907, 4.054, -0.356)  0.102
H (1.916, 1.454, 3.549)  0.066
H (-0.675, 1.426, 4.312)  0.068
H (-1.729, 3.879, 3.766)  0.096
H (0.176, 5.352, 2.534)  0.075
H (2.436, 3.889, 2.445)  0.098
H (2.403, -0.407, 3.187)  0.083
H (4.341, -0.940, 1.700)  0.100
C (0.378, -7.036, 8.852)  -0.082
O (1.311, -6.089, 8.318)  -0.104
C (0.813, -4.937, 7.798)  -0.285
C (1.701, -4.135, 7.044)  -0.005
C (1.275, -2.970, 6.452)  -0.034
C (-0.081, -2.549, 6.581)  -0.235
C (-0.446, -1.372, 5.825)  -0.074
C (-1.756, -0.729, 6.084)  -0.199
C (-1.844, 0.633, 6.469)  -0.029
C (-3.063, 1.286, 6.606)  0.013
C (-4.243, 0.579, 6.373)  -0.259
O (-5.440, 1.293, 6.337)  0.000
C (-6.243, 1.373, 7.471)  -0.243
C (-6.691, 2.649, 7.830)  -0.008
C (-7.297, 2.815, 9.073)  -0.092
C (-7.550, 1.707, 9.885)  -0.111
C (-7.177, 0.426, 9.466)  -0.086
C (-6.517, 0.243, 8.244)  -0.009
C (-4.213, -0.781, 6.074)  -0.010
C (-2.982, -1.429, 5.940)  -0.056
C (-0.948, -3.314, 7.404)  -0.028
C (-0.533, -4.523, 7.954)  -0.030
H (1.022, -7.856, 9.150)  0.085
H (-0.143, -6.615, 9.720)  0.087
H (-0.341, -7.361, 8.087)  0.098
H (2.716, -4.496, 6.920)  0.114
H (1.970, -2.391, 5.835)  0.120
H (0.361, -0.648, 5.669)  0.107
H (-0.932, 1.198, 6.657)  0.117
H (-3.114, 2.347, 6.853)  0.127
H (-6.494, 3.480, 7.153)  0.121
H (-7.584, 3.817, 9.391)  0.101
H (-8.057, 1.836, 10.841)  0.095
H (-7.393, -0.452, 10.080)  0.102
H (-6.200, -0.744, 7.893)  0.109
H (-5.150, -1.308, 5.892)  0.124
H (-2.965, -2.491, 5.672)  0.114
H (-1.978, -2.981, 7.583)  0.101
H (-1.254, -5.135, 8.498)  0.096

[3]
C21H16AsBF4N3O2S4V | ωB97M-V/def2-TZVPD

Summary:
**Charge**: -2
**HOMO energy**: -1.5 eV
**Electronic energy**: -6321.8920 hartree
**Orbital gap**: 5.7 eV

Last column: Löwdin charge in e.
Element x y z (Å)
V (-1.758, -0.249, -1.839)  0.323
S (-4.569, -2.507, -4.758)  -0.197
As (-4.004, -1.240, -3.177)  -0.464
S (-2.591, 0.297, -3.870)  0.242
S (-2.610, -2.280, -1.759)  0.227
S (-5.799, -0.571, -2.320)  -0.112
F (1.579, -0.772, -4.589)  0.154
B (1.041, -0.348, -3.404)  -1.339
F (2.050, 0.016, -2.531)  0.163
F (0.194, 0.743, -3.577)  0.063
F (0.251, -1.371, -2.811)  0.061
O (-0.213, 2.284, -1.253)  0.081
C (0.249, 1.296, -0.720)  -0.554
N (1.466, 1.233, -0.061)  0.155
C (1.664, -0.099, 0.472)  -0.257
C (0.318, -0.768, 0.078)  -0.410
O (-0.030, -1.897, 0.377)  0.043
N (-0.412, 0.122, -0.583)  0.027
C (2.863, -0.860, -0.066)  -0.133
C (2.829, -2.246, -0.138)  -0.007
C (3.927, -2.955, -0.590)  -0.073
C (5.078, -2.287, -0.975)  -0.106
C (5.122, -0.906, -0.895)  -0.090
C (4.029, -0.198, -0.430)  -0.036
C (1.830, -0.053, 1.980)  -0.121
C (2.352, 1.089, 2.577)  -0.027
C (2.557, 1.132, 3.943)  -0.098
C (2.244, 0.036, 4.729)  -0.116
C (1.714, -1.100, 4.139)  -0.086
C (1.516, -1.152, 2.771)  -0.012
H (2.233, 1.720, -0.494)  0.134
H (1.926, -2.766, 0.142)  0.108
H (3.872, -4.035, -0.645)  0.099
H (5.927, -2.839, -1.358)  0.090
H (6.013, -0.371, -1.199)  0.095
H (4.091, 0.878, -0.364)  0.108
H (2.591, 1.944, 1.963)  0.107
H (2.967, 2.027, 4.393)  0.093
H (2.394, 0.076, 5.800)  0.089
H (1.456, -1.956, 4.748)  0.096
H (1.091, -2.031, 2.312)  0.108
N (-2.910, 0.508, -1.005)  -0.143
C (-3.825, 1.193, -0.339)  -0.389
C (-4.350, 2.378, -0.893)  -0.033
C (-5.306, 3.094, -0.211)  -0.103
C (-5.756, 2.662, 1.028)  -0.120
C (-5.244, 1.498, 1.582)  -0.111
C (-4.296, 0.756, 0.914)  -0.024
H (-3.995, 2.678, -1.870)  0.111
H (-5.721, 3.995, -0.642)  0.093
H (-6.518, 3.218, 1.558)  0.084
H (-5.614, 1.156, 2.540)  0.091
H (-3.913, -0.173, 1.320)  0.115